Version w
The following is a DFT calculation (wB97M-V/def2-TZVPD) of 2 unconnected molecules or ions with the total composition C2H4Si.

Bonds (Å) are listed after each position.
Element x y z (Å)
1 C 1.448 0.145 -0.676  C2 1.175, H4 1.063
2 C 2.171 -0.254 0.161  C1 1.175, H5 1.055
3 Si -2.238 -0.074 -0.443  H6 1.415, H7 1.399
4 H 0.577 0.551 -1.131  C1 1.063
5 H 2.813 -0.385 0.988  C2 1.055
6 H -1.493 0.402 0.662  Si3 1.415
7 H -3.278 -0.385 0.439  Si3 1.399

## Properties
- Charge: 0
- HOMO level: -9.032 eV
- LUMO level: -1.083 eV
- Multiplicity: 1

***

Version x
The following is a DFT calculation (wB97M-V/def2-TZVPD) of a single C2H4Si molecule.

Bonds (Å) are listed after each position.
Element x y z (Å)
1 C -2.048 -0.095 -0.096  C2 1.344, H4 1.054
2 C -0.757 0.002 0.266  C1 1.344, Si3 1.887
3 Si 1.106 0.243 0.085  C2 1.887, H5 1.464, H6 1.536, H7 1.434
4 H -2.934 -0.637 0.078  C1 1.054
5 H 1.216 1.134 -1.072  Si3 1.464
6 H 1.361 -1.200 -0.373  Si3 1.536
7 H 2.057 0.552 1.112  Si3 1.434

## Properties
- Charge: 0
- HOMO level: -9.893 eV
- LUMO level: 0.595 eV
- SMILES string: C#C[SiH3]
- Multiplicity: 1

***

The most stable arrangement is version x, and the next structure is 170.9 kJ/mol less stable.

***

Version w
The following is a DFT calculation (wB97M-V/def2-TZVPD) of 2 unconnected molecules or ions with the total composition C4H13NS.

Bonds (Å) are listed after each position.
Element x y z (Å)
1 C -0.772 2.362 2.926  S2 1.765, H4 1.091, H5 1.089, H6 1.092
2 S -0.778 0.647 3.346  C1 1.765, C3 1.848
3 C -2.287 0.021 2.484  S2 1.848, H7 1.088, H8 1.076, H9 1.095
4 H -1.187 2.963 3.735  C1 1.091
5 H -1.436 2.511 2.076  C1 1.089
6 H 0.200 2.793 2.679  C1 1.092
7 H -2.905 0.878 2.224  C3 1.088
8 H -2.118 -0.655 1.663  C3 1.076
9 H -2.833 -0.576 3.222  C3 1.095
10 C 2.444 -1.407 -2.816  C11 1.548, H13 1.096, H14 1.093, H15 1.089
11 C 1.333 -0.683 -2.019  C10 1.548, N12 1.453, H16 1.107, H17 1.086
12 N -0.040 -1.142 -2.144  C11 1.453, H18 1.006, H19 1.010
13 H 2.063 -1.895 -3.721  C10 1.096
14 H 3.189 -0.690 -3.171  C10 1.093
15 H 2.939 -2.170 -2.218  C10 1.089
16 H 1.606 -0.887 -0.966  C11 1.107
17 H 1.389 0.396 -2.125  C11 1.086
18 H -0.603 -0.434 -2.583  N12 1.006
19 H -0.205 -2.033 -2.592  N12 1.010

## Properties
- Charge: 0
- HOMO level: -8.325 eV
- LUMO level: 1.024 eV
- SMILES string: CCN.CSC
- Multiplicity: 1

***

Version x
The following is a DFT calculation (wB97M-V/def2-TZVPD) of 2 unconnected molecules or ions with the total composition C4H13NS.

Bonds (Å) are listed after each position.
Element x y z (Å)
1 C -0.215 -2.386 -1.411  S2 1.820, H4 1.086, H5 1.084, H6 1.087
2 S -1.650 -3.502 -1.321  C1 1.820, C3 1.790
3 C -2.987 -2.394 -1.756  S2 1.790, H7 1.084, H8 1.086, H9 1.098
4 H -0.418 -1.611 -2.144  C1 1.086
5 H 0.651 -2.961 -1.720  C1 1.084
6 H -0.127 -1.917 -0.435  C1 1.087
7 H -3.904 -2.959 -1.636  C3 1.084
8 H -2.993 -1.421 -1.272  C3 1.086
9 H -2.929 -2.215 -2.839  C3 1.098
10 C 0.915 2.740 2.337  N11 1.461, H13 1.096, H14 1.110, H15 1.088
11 N 1.477 2.697 0.990  C10 1.461, C12 1.476, H16 1.014
12 C 1.874 1.316 0.654  N11 1.476, H17 1.100, H18 1.085, H19 1.095
13 H 1.526 2.611 3.238  C10 1.096
14 H 0.528 3.755 2.569  C10 1.110
15 H -0.009 2.167 2.288  C10 1.088
16 H 2.318 3.258 0.914  N11 1.014
17 H 1.596 1.099 -0.388  C12 1.100
18 H 1.387 0.524 1.215  C12 1.085
19 H 2.961 1.200 0.716  C12 1.095

## Properties
- Charge: 0
- HOMO level: -8.409 eV
- LUMO level: 0.911 eV
- SMILES string: CNC.CSC
- Multiplicity: 1

***

Version y
The following is a DFT calculation (wB97M-V/def2-TZVPD) of 2 unconnected molecules or ions with the total composition C4H13NS.

Bonds (Å) are listed after each position.
Element x y z (Å)
1 C 3.103 -0.251 0.775  S2 1.828, H4 1.160, H5 1.101, H6 1.080
2 S 3.045 0.413 -0.928  C1 1.828, C3 1.996
3 C 1.737 1.746 -0.222  S2 1.996, H7 1.135, H8 1.116, H9 1.161
4 H 3.979 -0.943 1.086  C1 1.160
5 H 3.304 0.548 1.504  C1 1.101
6 H 2.319 -0.941 1.049  C1 1.080
7 H 0.916 1.095 0.212  C3 1.135
8 H 1.346 2.420 -1.020  C3 1.116
9 H 2.262 2.276 0.667  C3 1.161
10 C -2.096 -1.824 0.238  N11 1.525, H13 1.177, H14 1.048, H15 1.053
11 N -2.768 -0.733 -0.591  C10 1.525, C12 1.426, H16 1.157
12 C -2.218 0.582 -0.553  N11 1.426, H17 1.034, H18 1.181, H19 1.084
13 H -2.352 -1.819 1.387  C10 1.177
14 H -1.095 -1.572 0.060  C10 1.048
15 H -2.304 -2.786 -0.135  C10 1.053
16 H -3.020 -1.014 -1.684  N11 1.157
17 H -1.195 0.481 -0.665  C12 1.034
18 H -2.587 1.149 -1.521  C12 1.181
19 H -2.376 1.172 0.343  C12 1.084

## Properties
- Charge: 0
- HOMO level: -8.314 eV
- LUMO level: 0.869 eV
- SMILES string: CNC.CSC
- Multiplicity: 1

***

Version z
The following is a DFT calculation (wB97M-V/def2-TZVPD) of 2 unconnected molecules or ions with the total composition C4H13NS.

Bonds (Å) are listed after each position.
Element x y z (Å)
1 C 1.005 -2.185 1.423  C2 1.547, H4 1.174, H5 1.129, H6 1.182
2 C 2.087 -1.165 0.997  C1 1.547, S3 1.879, H7 1.131, H8 1.043
3 S 2.213 -0.766 -0.835  C2 1.879, H17 1.446
4 H 0.032 -1.564 1.207  C1 1.174
5 H 1.104 -2.299 2.541  C1 1.129
6 H 1.073 -3.257 0.928  C1 1.182
7 H 3.127 -1.581 1.152  C2 1.131
8 H 1.909 -0.215 1.389  C2 1.043
9 C -3.345 0.890 -0.717  C10 1.604, H12 1.144, H13 1.075, H14 1.093
10 C -2.604 2.093 0.041  C9 1.604, N11 1.454, H15 1.050, H16 1.043
11 N -1.155 1.982 -0.003  C10 1.454, H18 1.068, H19 1.009
12 H -4.373 1.335 -0.954  C9 1.144
13 H -3.012 0.545 -1.679  C9 1.075
14 H -3.410 0.028 -0.048  C9 1.093
15 H -2.864 2.961 -0.490  C10 1.050
16 H -3.004 2.341 0.972  C10 1.043
17 H 0.919 -0.922 -1.460  S3 1.446
18 H -0.842 2.100 -1.017  N11 1.068
19 H -0.836 1.102 0.375  N11 1.009

## Properties
- Charge: 0
- HOMO level: -9.006 eV
- LUMO level: 0.759 eV
- SMILES string: CCN.CCS
- Multiplicity: 1

***

The most stable arrangement is version w, and the next structure is 28.3 kJ/mol less stable.